Entry 1:
10 unconnected molecules or ions with the total composition C26H48N4O6 in a non-equilibrium geometry, computed with ωB97M-V/def2-TZVPD.

The value obtained for the relative energy (zero: lowest compared OMol25 entry of this formula, charge and spin) is 111.1 kJ/mol. Its electronic energy is -1689.88329 hartree. The value obtained for the LUMO energy is -0.047 eV. Its SMILES is CC(C)=O.CC(C)=O.CC(C)=O.CC(C)=O.CC(C)=O.CC(C)=O.CC#N.CC#N.CC#N.CC#N. The HOMO energy comes out at -9.4253 eV.

Last column: Mulliken charge in e.
Element x y z (Å)
C  -17.803  -11.174  -20.761  -0.261
C  -17.342  -9.970  -19.988  0.414
C  -17.104  -10.134  -18.491  -0.486
O  -17.134  -8.912  -20.530  -0.591
H  -18.626  -11.778  -20.384  -0.078
H  -16.881  -11.762  -20.822  0.146
H  -18.049  -10.899  -21.787  0.371
H  -16.027  -10.088  -18.338  0.362
H  -17.483  -11.094  -18.145  -0.176
H  -17.626  -9.327  -17.982  0.334
C  -21.969  -13.044  -22.662  -0.512
C  -21.754  -13.147  -24.136  0.744
C  -20.616  -12.331  -24.725  -1.238
O  -22.324  -13.961  -24.822  -0.574
H  -22.717  -13.767  -22.340  0.225
H  -22.112  -12.013  -22.342  0.476
H  -21.037  -13.366  -22.189  -0.127
H  -20.653  -11.271  -24.465  0.357
H  -20.687  -12.393  -25.809  0.351
H  -19.655  -12.708  -24.373  0.266
C  -19.715  -12.749  -17.781  0.179
C  -20.657  -13.275  -18.829  -0.203
C  -22.118  -13.509  -18.526  -0.414
O  -20.255  -13.413  -19.963  -0.156
H  -19.799  -11.656  -17.743  0.296
H  -18.695  -12.954  -18.100  -0.228
H  -19.906  -13.096  -16.767  -0.161
H  -22.379  -14.485  -18.931  0.451
H  -22.607  -12.724  -19.106  0.041
H  -22.388  -13.430  -17.479  0.045
C  -27.349  -13.636  -16.927  -1.171
C  -25.975  -14.160  -16.575  0.841
C  -25.300  -15.005  -17.619  -0.558
O  -25.394  -13.847  -15.554  -0.563
H  -27.873  -14.453  -17.434  0.365
H  -27.322  -12.757  -17.565  0.258
H  -27.921  -13.438  -16.022  0.346
H  -25.413  -14.455  -18.553  -0.111
H  -25.879  -15.935  -17.670  0.491
H  -24.277  -15.254  -17.360  0.155
C  -25.695  -12.753  -23.529  -1.253
C  -25.265  -11.879  -22.362  0.705
C  -25.442  -12.472  -20.998  -0.845
O  -24.887  -10.749  -22.542  -0.602
H  -26.700  -13.110  -23.279  0.414
H  -25.031  -13.605  -23.665  0.302
H  -25.789  -12.123  -24.409  0.315
H  -24.686  -12.120  -20.297  0.163
H  -25.526  -13.556  -21.018  0.310
H  -26.378  -12.052  -20.612  0.464
C  -16.919  -14.536  -19.821  -0.109
C  -16.403  -15.888  -20.279  0.573
C  -14.905  -16.063  -20.345  -1.239
O  -17.144  -16.801  -20.549  -0.523
H  -16.760  -14.457  -18.742  0.359
H  -17.989  -14.400  -19.985  -0.249
H  -16.447  -13.689  -20.311  0.191
H  -14.693  -17.107  -20.589  0.381
H  -14.395  -15.747  -19.439  0.348
H  -14.502  -15.598  -21.252  0.307
C  -23.059  -15.320  -13.580  -0.961
C  -22.117  -14.976  -14.645  0.440
N  -21.361  -14.751  -15.474  -0.347
H  -23.892  -15.909  -13.948  0.264
H  -23.439  -14.407  -13.125  0.244
H  -22.493  -15.841  -12.808  0.375
C  -18.475  -13.131  -14.365  -0.656
C  -17.447  -12.259  -14.948  0.396
N  -16.609  -11.602  -15.376  -0.445
H  -19.425  -12.599  -14.406  0.082
H  -18.157  -13.344  -13.349  0.407
H  -18.597  -14.010  -14.995  0.269
C  -19.927  -16.187  -21.794  -0.034
C  -19.404  -17.260  -22.628  0.060
N  -18.977  -18.103  -23.266  -0.455
H  -19.121  -15.451  -21.771  -0.178
H  -20.050  -16.595  -20.793  0.309
H  -20.810  -15.685  -22.176  0.253
C  -22.722  -10.745  -15.414  -0.572
C  -23.605  -11.009  -16.543  0.450
N  -24.309  -11.225  -17.420  -0.406
H  -23.194  -11.200  -14.539  0.242
H  -22.601  -9.702  -15.130  0.384
H  -21.749  -11.188  -15.615  -0.043

---

Entry 2:
C4H9NS in the gas phase in a non-equilibrium geometry, computed with ωB97M-V/def2-TZVPD.

The value obtained for the relative energy (zero: lowest compared OMol25 entry of this formula, charge and spin) is 539.3 kJ/mol. Its electronic energy is -610.54828 hartree. The value obtained for the LUMO energy is 0.820 eV. Its SMILES is CS/C=C\CN. The HOMO energy comes out at -7.9053 eV.

Last column: Mulliken charge in e.
Element x y z (Å)
C  -2.045  -0.173  1.851  -1.035
S  -0.925  -0.177  0.209  -0.032
C  0.640  -0.442  0.700  -0.046
C  1.816  -0.159  0.113  -0.372
C  1.697  0.751  -1.250  -0.242
N  0.227  0.403  -1.928  -0.773
H  -1.705  -1.077  2.434  0.296
H  -3.073  -0.400  1.658  0.346
H  -1.700  0.535  2.594  0.359
H  0.703  -1.163  1.725  0.135
H  2.789  -0.655  0.463  0.286
H  2.668  0.658  -2.081  0.254
H  1.669  2.030  -1.370  0.208
H  -0.776  0.772  -1.476  0.346
H  -0.006  -0.549  -2.284  0.269

---

Entry 3:
9 unconnected molecules or ions with the total composition C27H47F3N2O21S4 in a non-equilibrium geometry, computed with ωB97M-V/def2-TZVPD.

Its electronic energy is -4638.14617 hartree. Its charge is +1. The value obtained for the LUMO energy (alpha / beta) is -3.332 / -9.649 eV. The HOMO energy (alpha / beta) comes out at -11.5996 / -11.5996 eV. As for the expectation value of S²: 0.76. The spin multiplicity is 2.

Last column: Mulliken charge in e.
Element x y z (Å)
C  -0.335  -0.634  -4.526  -0.278
N  -0.643  0.215  -5.712  0.985
O  0.178  0.195  -6.628  -0.560
O  -1.590  0.991  -5.545  -0.528
H  -1.016  -0.373  -3.716  -0.107
H  0.684  -0.380  -4.234  0.205
H  -0.483  -1.679  -4.801  0.246
C  0.197  -0.128  -0.278  -0.583
N  0.956  1.145  -0.227  0.916
O  2.143  1.095  0.056  -0.515
O  0.269  2.133  -0.697  -0.386
H  -0.092  -0.140  0.773  0.359
H  0.902  -0.889  -0.613  0.262
H  -0.685  -0.071  -0.917  -0.022
C  -2.636  -5.481  -2.318  -0.625
C  -1.468  -5.630  -3.210  -0.760
C  -0.865  -4.265  -3.410  -0.757
S  -1.094  -3.375  -1.823  0.868
O  -1.464  -2.036  -2.162  -0.414
O  0.030  -3.613  -0.921  -0.571
C  -2.616  -4.336  -1.354  -0.496
H  -2.634  -6.438  -1.798  0.261
H  -3.508  -5.395  -2.967  0.338
H  -1.543  -6.117  -4.182  0.405
H  -0.731  -6.129  -2.582  0.291
H  -1.482  -3.720  -4.124  0.313
H  0.184  -4.262  -3.706  0.546
H  -3.493  -3.713  -1.532  0.150
H  -2.421  -4.485  -0.292  0.479
C  1.630  -3.870  5.553  -0.575
C  0.555  -3.338  6.487  -0.604
C  -0.367  -2.465  5.743  -0.775
S  0.705  -1.577  4.483  1.143
O  0.900  -0.156  4.968  -0.681
O  0.090  -1.886  3.140  -0.576
C  2.162  -2.655  4.769  -0.619
H  1.253  -4.514  4.759  0.278
H  2.336  -4.409  6.184  0.406
H  0.969  -2.784  7.330  0.281
H  0.158  -4.250  6.933  0.370
H  -0.833  -1.603  6.221  0.430
H  -1.143  -3.040  5.237  0.299
H  2.836  -2.057  5.383  0.385
H  2.815  -2.741  3.900  0.268
C  -3.732  0.729  -3.204  -0.054
C  -4.880  1.546  -3.790  -0.938
C  -5.660  2.194  -2.604  -0.489
S  -5.579  1.067  -1.114  1.033
O  -6.981  0.527  -1.096  -0.670
O  -5.112  1.774  0.101  -0.581
C  -4.399  -0.065  -1.954  -0.518
H  -2.797  1.181  -2.875  0.166
H  -3.412  -0.044  -3.903  0.096
H  -5.503  0.824  -4.319  0.372
H  -4.627  2.207  -4.619  0.443
H  -6.685  2.548  -2.716  0.486
H  -4.984  3.017  -2.370  0.037
H  -4.845  -1.058  -2.022  0.422
H  -3.600  -0.372  -1.279  0.218
C  2.727  4.215  4.813  -0.603
C  3.503  3.184  4.035  -0.686
C  2.814  2.557  2.805  -0.108
S  1.421  3.712  2.368  1.099
O  0.114  3.051  2.158  -0.362
O  1.869  4.717  1.435  -0.495
C  1.431  4.654  4.107  -0.560
H  3.336  5.116  4.880  0.259
H  2.486  3.883  5.823  0.401
H  3.681  2.352  4.716  0.318
H  4.453  3.636  3.749  0.331
H  2.431  1.658  3.287  0.108
H  3.506  2.371  1.984  0.421
H  0.684  4.123  4.697  0.352
H  1.135  5.703  4.100  0.496
C  -2.114  4.762  0.428  0.082
C  -2.169  5.314  -0.930  0.330
O  -3.143  6.273  -0.901  -0.340
C  -3.992  5.988  0.111  0.599
O  -5.024  6.624  0.400  -0.591
O  -3.480  5.077  0.828  -0.315
F  -2.457  4.307  -1.790  -0.264
H  -1.519  5.380  1.100  0.108
H  -1.726  3.750  0.310  0.025
H  -1.190  5.677  -1.245  0.336
C  2.801  -4.814  1.189  -0.035
C  3.224  -3.496  0.619  0.642
O  4.282  -3.765  -0.232  -0.342
C  4.895  -4.881  0.265  0.562
O  5.908  -5.366  -0.196  -0.526
O  4.105  -5.481  1.192  -0.369
F  3.694  -2.733  1.575  -0.307
H  2.166  -5.408  0.533  0.259
H  2.323  -4.532  2.127  0.045
H  2.392  -3.070  0.058  0.094
C  3.338  3.607  -2.870  -0.179
C  3.523  2.080  -2.606  0.248
O  4.416  1.803  -3.614  -0.332
C  5.228  2.863  -3.809  0.567
O  6.402  2.768  -4.170  -0.505
O  4.614  3.978  -3.233  -0.347
F  2.379  1.577  -2.937  -0.230
H  3.181  3.976  -1.856  0.140
H  2.546  3.870  -3.570  0.304
H  3.789  1.726  -1.610  0.298

---

Entry 4:
A molecular structure, C33H45N5O2Sr, computed with ωB97M-V/def2-TZVPD.

The value obtained for the relative energy (zero: lowest compared OMol25 entry of this formula, charge and spin) is 5.4 kJ/mol. Its electronic energy is -1739.63169 hartree. The value obtained for the LUMO energy is -0.116 eV. The HOMO energy comes out at -8.0110 eV.

Last column: Mulliken charge in e.
Element x y z (Å)
Sr  -0.535  -0.233  -0.225  1.287
C  1.760  -2.961  4.307  -1.736
C  0.729  -2.082  3.599  1.190
C  0.216  -0.988  4.539  -1.764
C  -0.410  -2.910  3.036  0.581
C  -1.280  -3.531  3.922  -0.397
C  -2.333  -4.307  3.471  -1.510
C  -2.507  -4.469  2.109  -0.990
C  -1.654  -3.873  1.184  0.489
C  -1.948  -4.144  -0.283  0.544
C  -0.744  -4.462  -1.169  -1.645
C  -2.810  -3.035  -0.892  -1.280
C  -0.595  -3.075  1.648  -0.231
N  0.245  -2.386  0.738  1.717
C  1.488  -2.857  0.633  -1.158
O  1.965  -3.873  1.141  -0.753
C  2.413  -1.946  -0.179  0.291
C  3.781  -2.144  -0.129  -0.822
C  4.600  -1.246  -0.805  -0.529
C  4.020  -0.187  -1.492  -1.083
C  2.640  -0.075  -1.474  0.205
N  1.845  -0.930  -0.829  0.634
C  1.973  1.140  -2.131  -1.131
O  2.650  1.852  -2.873  -0.722
N  0.700  1.297  -1.768  2.093
C  0.039  2.477  -2.180  -0.139
C  -0.995  2.399  -3.130  0.453
C  -1.807  3.510  -3.342  -1.352
C  -1.592  4.702  -2.672  -1.562
C  -0.528  4.793  -1.794  -0.295
C  0.296  3.703  -1.534  0.890
C  1.477  3.879  -0.601  0.710
C  1.126  4.618  0.693  -1.712
C  2.610  4.619  -1.320  -1.843
C  -1.232  1.185  -4.016  0.438
C  -1.724  -0.069  -3.288  -0.811
C  -0.034  0.837  -4.901  -1.596
H  2.600  -2.358  4.657  0.438
H  2.137  -3.724  3.627  0.381
H  1.318  -3.456  5.175  0.334
H  1.232  -1.597  2.759  -0.056
H  -0.238  -1.413  5.434  0.430
H  -0.550  -0.376  4.055  0.316
H  1.034  -0.340  4.865  0.433
H  -1.124  -3.418  4.988  0.343
H  -3.000  -4.792  4.171  0.368
H  -3.316  -5.094  1.748  0.387
H  -2.577  -5.041  -0.278  0.584
H  -0.213  -3.560  -1.473  0.128
H  -1.077  -4.979  -2.071  0.516
H  -0.029  -5.100  -0.649  0.378
H  -2.222  -2.117  -1.006  0.130
H  -3.666  -2.810  -0.254  0.379
H  -3.169  -3.298  -1.888  0.442
H  4.156  -2.986  0.433  0.539
H  5.676  -1.363  -0.782  0.417
H  4.586  0.555  -2.037  0.546
H  -2.606  3.446  -4.071  0.381
H  -2.231  5.556  -2.853  0.392
H  -0.331  5.738  -1.303  0.330
H  1.848  2.881  -0.344  0.139
H  0.900  5.666  0.495  0.444
H  1.975  4.598  1.379  0.385
H  0.259  4.197  1.206  0.381
H  2.287  5.631  -1.576  0.352
H  2.896  4.098  -2.230  0.374
H  3.485  4.698  -0.671  0.459
H  -2.044  1.491  -4.685  0.655
H  -0.868  -0.575  -2.827  -0.135
H  -2.139  -0.791  -3.993  0.531
H  -2.492  0.159  -2.543  0.292
H  0.728  0.294  -4.341  0.252
H  0.438  1.731  -5.303  0.382
H  -0.356  0.209  -5.734  0.454
N  0.108  1.382  1.836  -0.274
C  -1.032  2.113  2.398  -0.846
C  -2.020  2.467  1.303  0.069
N  -2.616  1.235  0.748  -0.420
H  0.633  0.903  2.560  0.196
H  0.746  2.033  1.385  -0.108
H  -0.725  3.018  2.933  0.353
H  -1.521  1.460  3.126  0.429
H  -1.506  2.980  0.482  -0.258
H  -2.779  3.152  1.694  0.463
H  -3.257  1.480  -0.001  0.208
H  -3.184  0.788  1.463  0.225